C39H45N5P2Sn | wB97M-V/def2-TZVPD

Properties
HOMO (spin up / spin down)	-11.15 / -11.10	eV
gap between HOMO and LUMO (spin up / spin down)	1.38 / 1.25	eV
molar mass	764.483	g/mol

```
! wB97M-V def2-TZVPD RIJCOSX def2/J DEFGRID3
* xyz 2 1
H 2.940 0.377 -5.829
H 2.604 -1.506 -6.593
H -1.299 -3.607 7.939
C 1.894 1.338 1.630
H -2.027 1.398 -5.609
H 0.258 3.866 8.068
H 0.815 3.937 0.937
C -1.049 2.171 7.735
H 1.335 1.266 4.785
C 3.463 0.453 -4.893
H 3.601 -0.091 -1.695
H -1.304 1.211 -1.448
C -1.331 1.091 6.906
H 3.430 -3.893 -7.515
Sn -0.675 -3.025 1.966
H -1.801 -5.207 6.023
H -3.794 0.491 -5.425
C -1.353 -1.402 5.295
H -1.417 3.201 4.124
C -1.107 2.097 2.382
C 2.713 -3.807 -4.268
N 2.972 -0.149 -3.734
C -2.038 -2.231 4.327
C 4.615 1.175 -4.597
C 1.140 -2.566 3.118
P -1.662 -0.876 -3.404
H -0.349 2.624 0.441
C -1.687 3.079 -4.178
H 2.562 -4.088 -3.236
C 3.151 -3.668 -6.493
N 2.437 -2.500 -4.673
H 1.700 -3.492 2.924
H 1.121 -0.586 -5.913
N -3.291 -1.166 -4.132
H -1.003 -1.188 7.439
H 5.222 1.703 -5.323
H -0.195 5.069 2.856
H -5.801 -3.279 -4.626
H -1.764 3.961 -4.802
H -0.719 -2.150 -5.208
H 2.728 0.633 1.628
C -4.084 -0.474 -5.050
C -5.226 -1.219 -5.335
C 1.285 3.809 1.922
C -1.461 1.688 -2.400
C -2.249 -3.580 4.636
H 0.407 -0.212 1.445
C 2.142 2.593 2.045
C 2.729 -2.423 -6.035
H 1.634 -1.662 2.736
C 0.657 -0.483 -4.917
C 0.684 1.541 5.619
H -1.729 1.248 2.762
C -5.098 -2.462 -4.626
H 1.875 3.208 6.267
C -1.417 3.029 -2.775
H 3.153 2.810 2.446
C -0.762 -1.066 -5.007
H -2.208 0.473 7.091
H -1.238 3.877 -2.122
H 0.809 4.146 4.008
C -1.816 -4.121 5.866
H -1.288 -0.598 -5.857
C -0.842 3.113 3.203
H -1.365 1.169 0.531
H 5.650 1.480 -2.625
C 0.260 4.092 3.059
C -3.891 -2.418 -3.940
H 0.853 0.564 -0.044
C 0.652 0.783 1.017
H 0.921 -2.484 4.193
C 3.152 -4.548 -5.364
N -1.775 0.898 -3.514
C -0.493 0.759 5.803
C -1.242 -1.896 6.634
H 3.457 -5.589 -5.368
P 1.632 -1.295 -3.554
C 0.070 2.975 7.468
N -0.798 -0.232 4.903
H -2.796 -4.199 3.919
C 3.819 0.234 -2.693
H 1.998 4.643 2.000
C -0.554 1.725 1.030
H -1.693 2.388 8.595
H -2.543 -1.677 3.532
H 0.631 0.597 -4.689
C -1.864 1.764 -4.607
C -1.430 -3.253 6.908
H -6.047 -0.910 -5.968
H -3.393 -3.145 -3.323
C 4.835 1.045 -3.189
C 0.961 2.631 6.435
*
```

Table of Mulliken atomic charges, one value per atom, all in e:
1. H 0.334
2. H 0.192
3. H 0.418
4. C -0.591
5. H 0.462
6. H 0.473
7. H 0.395
8. C -0.920
9. H 0.269
10. C -0.079
11. H 0.421
12. H 0.095
13. C -0.120
14. H 0.428
15. Sn 1.035
16. H 0.479
17. H 0.298
18. C 0.213
19. H 0.548
20. C 0.171
21. C -0.417
22. N 0.458
23. C -0.935
24. C -0.779
25. C -1.137
26. P -0.157
27. H 0.276
28. C -1.206
29. H 0.366
30. C -0.661
31. N 0.324
32. H 0.591
33. H 0.170
34. N 0.284
35. H 0.599
36. H 0.444
37. H 0.456
38. H 0.418
39. H 0.461
40. H 0.564
41. H 0.477
42. C -0.090
43. C -0.613
44. C -1.092
45. C -0.291
46. C -0.284
47. H -0.914
48. C -0.440
49. C 0.021
50. H 0.183
51. C -0.613
52. C -0.072
53. H 0.282
54. C -0.572
55. H 0.497
56. C -0.385
57. H 0.397
58. C -1.232
59. H 0.732
60. H 0.430
61. H 0.159
62. C -0.592
63. H 0.442
64. C -1.201
65. H 0.696
66. H 0.407
67. C -0.495
68. C -0.451
69. H 0.065
70. C 1.443
71. H 0.237
72. C -0.627
73. N 0.374
74. C 0.352
75. C -0.419
76. H 0.394
77. P 0.045
78. C -0.388
79. N 0.299
80. H 0.679
81. C -0.568
82. H 0.446
83. C -0.905
84. H 0.416
85. H 0.747
86. H 0.667
87. C -0.105
88. C -0.743
89. H 0.441
90. H 0.354
91. C -0.592
92. C -0.637